# 1
{
  "formula": "C31H38LuOP",
  "method": "ωB97M-V/def2-TZVPD",
  "species": ["C", "H", "H", "H", "C", "H", "H", "C", "H", "H", "H", "C", "C", "C", "C", "C", "C", "C", "C", "C", "C", "Lu", "H", "H", "H", "H", "H", "H", "H", "H", "H", "H", "H", "H", "H", "H", "H", "O", "P", "C", "C", "C", "C", "C", "C", "C", "C", "C", "C", "C", "C", "C", "C", "C", "C", "C", "C", "H", "H", "H", "H", "H", "H", "H", "H", "H", "H", "H", "H", "H", "H", "H"],
  "positions_angstrom": [[0.426, 1.680, -0.367], [1.317, 1.824, 0.306], [0.674, 1.019, -1.240], [-0.872, 0.986, 0.458], [-0.036, 3.043, -0.898], [-0.992, 2.920, -1.409], [-0.217, 3.704, -0.054], [1.035, 3.593, -1.813], [0.722, 4.537, -2.254], [1.968, 3.761, -1.258], [1.256, 2.891, -2.630], [-0.630, -2.427, 0.187], [-1.287, -1.482, -0.662], [-0.369, -1.118, -1.697], [0.899, -1.707, -1.395], [0.732, -2.535, -0.238], [1.767, -3.406, 0.375], [2.151, -1.558, -2.184], [-0.717, -0.350, -2.922], [-2.681, -0.994, -0.496], [-1.286, -3.193, 1.271], [0.492, -0.058, 0.605], [3.037, -1.565, -1.533], [2.275, -2.376, -2.910], [2.163, -0.617, -2.749], [2.774, -3.105, 0.062], [1.729, -3.356, 1.472], [1.632, -4.461, 0.092], [-1.745, -2.517, 2.005], [-2.079, -3.843, 0.873], [-0.565, -3.825, 1.798], [-2.888, -0.145, -1.161], [-3.409, -1.786, -0.726], [-2.869, -0.661, 0.537], [0.176, -0.020, -3.466], [-1.303, -0.975, -3.616], [-1.331, 0.533, -2.697], [-0.645, -0.371, 2.373], [-0.410, 0.840, 3.341], [-1.916, 1.787, 3.188], [-2.961, 1.520, 4.102], [-4.283, 1.776, 3.746], [-4.585, 2.276, 2.479], [-3.551, 2.623, 1.604], [-2.224, 2.453, 1.985], [1.216, 1.388, 2.787], [2.169, 0.370, 2.459], [3.306, 0.705, 1.700], [3.580, 2.052, 1.433], [2.739, 3.057, 1.922], [1.560, 2.745, 2.596], [-0.220, 0.354, 5.044], [0.084, -0.966, 5.392], [0.335, -1.281, 6.729], [0.281, -0.287, 7.714], [-0.024, 1.035, 7.365], [-0.276, 1.358, 6.032], [-2.725, 1.093, 5.080], [-5.081, 1.559, 4.462], [-5.628, 2.406, 2.173], [-3.780, 3.029, 0.613], [-1.420, 2.830, 1.349], [2.058, -0.650, 2.860], [3.993, -0.081, 1.376], [4.484, 2.325, 0.885], [3.021, 4.106, 1.791], [0.910, 3.529, 2.990], [0.119, -1.738, 4.618], [0.576, -2.307, 7.003], [0.479, -0.539, 8.755], [-0.067, 1.815, 8.123], [-0.519, 2.386, 5.752]],
  "atomic_forces_ev_per_a": [[-2.79, 5.29, -1.60], [-0.55, 0.31, -0.21], [-0.59, -0.19, 0.46], [-0.13, 3.96, -2.57], [0.00, -1.00, 0.43], [0.07, -0.08, -0.09], [0.09, 0.17, 0.08], [0.54, 0.01, -0.26], [0.04, 0.00, 0.01], [-0.17, 0.04, -0.17], [-0.08, 0.22, 0.12], [0.53, 0.82, -0.52], [1.03, -0.12, 0.33], [0.28, 0.11, 0.86], [-0.48, 0.32, 0.69], [-0.88, 0.72, -0.06], [0.41, -0.29, 0.31], [0.51, -0.07, -0.44], [-0.10, 0.33, -0.41], [-0.71, 0.00, -0.03], [-0.23, -0.14, 0.56], [2.99, -11.18, 1.11], [-0.14, -0.03, -0.23], [0.02, 0.24, 0.18], [0.06, -0.22, 0.06], [-0.14, -0.15, 0.05], [0.04, -0.15, -0.20], [0.06, 0.29, 0.07], [0.01, -0.22, -0.11], [0.23, 0.15, 0.09], [-0.17, 0.05, -0.06], [-0.02, -0.21, 0.10], [0.07, 0.24, 0.07], [-0.03, -0.17, -0.24], [-0.19, -0.04, 0.06], [0.19, 0.19, 0.22], [0.07, -0.15, -0.12], [0.43, 0.91, 0.54], [-1.12, -1.69, 1.08], [-0.43, 0.98, -0.03], [0.54, -0.19, -0.11], [-0.06, 0.09, 0.00], [0.03, -0.10, 0.01], [0.00, 0.25, -0.09], [0.05, -0.36, 0.07], [0.86, 1.08, -0.04], [0.19, 0.59, 0.14], [-0.31, -0.14, 0.51], [-0.04, 0.28, -0.09], [0.40, 0.22, 0.15], [-0.11, -0.78, -0.04], [0.09, 0.13, 0.35], [0.05, -0.02, 0.03], [-0.03, 0.19, 0.03], [-0.03, 0.01, -0.36], [-0.03, -0.10, -0.25], [0.14, -0.17, 0.01], [-0.19, 0.02, -0.40], [0.31, 0.08, -0.30], [0.44, -0.03, 0.14], [0.06, 0.00, 0.48], [-0.33, -0.24, 0.09], [-0.20, 0.32, -0.46], [-0.11, 0.27, 0.22], [-0.31, -0.10, 0.14], [-0.10, -0.36, -0.02], [0.09, -0.17, -0.31], [-0.04, 0.20, 0.30], [-0.09, 0.24, -0.05], [-0.06, 0.05, -0.29], [0.01, -0.24, -0.16], [0.06, -0.26, 0.15]],
  "mulliken_charge": [0.6498, -0.1887, 0.2068, 0.0977, -0.5815, 0.4741, 0.4637, -1.4030, 0.4378, 0.2983, 0.3784, 0.7707, 0.4342, 0.7173, 0.7448, 0.4039, -1.6491, -1.9191, -1.2852, -1.5702, -1.2993, 0.4861, 0.3689, 0.3789, 0.3359, 0.3296, 0.3482, 0.3593, 0.1702, 0.3119, 0.3710, 0.3137, 0.3973, 0.1896, 0.2638, 0.3598, 0.3733, -0.4547, 1.3645, 0.8533, -0.9793, -0.7239, -0.6834, -0.4369, -0.2315, 0.3687, -0.6050, -0.2879, -0.6264, -0.8572, -0.3313, 0.4842, -0.5635, -0.6761, -0.5424, -0.6693, -0.3310, 0.3711, 0.4246, 0.4367, 0.4496, -0.0778, 0.6989, 0.5449, 0.4871, 0.4933, 0.5722, 0.2705, 0.4488, 0.4200, 0.4343, 0.4162],
  "charge": 2,
  "e_homo_ha": [-0.49002, -0.49005],
  "relative_energy_kj_mol": 0.0,
  "e_tot_ha": -2855.59633
}

---

# 2
{
  "formula": "C5H11NO",
  "method": "ωB97M-V/def2-TZVPD",
  "species": ["C", "C", "C", "C", "C", "N", "H", "H", "H", "H", "H", "H", "H", "H", "H", "O", "H", "H"],
  "positions_angstrom": [[-0.184, -1.661, -2.517], [0.816, -0.904, -2.071], [0.665, 0.006, -0.893], [-0.529, 0.269, -0.319], [-0.707, 1.278, 0.839], [-2.055, 1.466, 1.295], [-0.046, -2.379, -3.331], [-1.233, -1.439, -2.364], [1.814, -1.142, -2.462], [1.569, 0.518, -0.617], [-1.415, -0.220, -0.709], [-0.054, 0.880, 1.634], [-0.124, 2.154, 0.599], [-2.572, 1.875, 0.516], [-2.546, 0.582, 1.391], [1.810, -0.427, 2.601], [1.319, -1.249, 2.551], [2.747, -0.528, 2.560]],
  "atomic_forces_ev_per_a": [[-0.20, 0.14, -1.73], [-0.15, -0.84, 1.08], [-1.12, 0.00, -1.04], [1.35, 0.78, 0.06], [1.69, -2.34, -0.20], [-0.81, 0.69, -0.70], [0.24, 0.20, 0.34], [0.04, -0.16, 0.64], [-0.27, 0.37, 0.36], [0.14, 0.23, 0.47], [-0.10, -0.04, 0.16], [-0.59, -0.06, 0.19], [-0.65, 0.90, -0.26], [0.01, 0.35, 0.27], [0.43, -0.21, 0.36], [-1.29, 0.98, 0.14], [0.60, -0.25, -0.07], [0.71, -0.73, -0.08]],
  "mulliken_charge": [-0.7659, -0.2443, -0.0970, -0.1922, -0.4552, -0.6216, 0.2569, 0.2346, 0.2867, 0.3346, 0.1838, 0.2068, 0.3293, 0.2887, 0.2615, -0.6186, 0.3148, 0.2971],
  "e_homo_ha": -0.31003,
  "relative_energy_kj_mol": 258.8,
  "e_tot_ha": -327.03276
}

---

# 3
{
  "formula": "C20H24N6O3",
  "method": "ωB97M-V/def2-TZVPD",
  "species": ["C", "N", "C", "O", "C", "C", "C", "C", "N", "C", "C", "C", "C", "C", "C", "N", "C", "O", "C", "C", "C", "C", "N", "C", "N", "N", "C", "C", "O", "H", "H", "H", "H", "H", "H", "H", "H", "H", "H", "H", "H", "H", "H", "H", "H", "H", "H", "H", "H", "H", "H", "H", "H"],
  "positions_angstrom": [[2.629, 4.904, 1.514], [1.882, 3.667, 1.587], [1.917, 2.526, 0.790], [2.596, 2.438, -0.251], [1.022, 1.302, 1.225], [-0.200, 1.376, 0.348], [-0.998, 2.668, 0.530], [-1.575, 3.014, 1.709], [-2.105, 4.294, 1.617], [-1.894, 4.926, 0.399], [-2.256, 6.192, -0.132], [-1.717, 6.415, -1.456], [-1.037, 5.460, -2.183], [-0.798, 4.238, -1.580], [-1.093, 3.935, -0.241], [1.575, -0.076, 1.086], [1.035, -1.264, 1.499], [0.270, -1.420, 2.411], [1.485, -2.580, 0.835], [0.265, -3.309, 0.285], [-0.646, -4.049, 1.283], [-0.922, -5.462, 1.246], [-1.608, -5.871, 2.444], [-1.736, -4.784, 3.142], [-1.249, -3.670, 2.511], [2.464, -2.329, -0.309], [3.792, -2.252, -0.218], [4.536, -2.146, -1.514], [4.419, -2.471, 0.798], [3.197, 4.890, 0.600], [3.319, 4.856, 2.349], [1.966, 5.852, 1.531], [1.229, 3.656, 2.286], [0.757, 1.319, 2.285], [0.025, 1.314, -0.701], [-0.942, 0.641, 0.701], [-1.646, 2.330, 2.563], [-2.698, 4.687, 2.282], [-3.039, 6.786, 0.343], [-1.842, 7.318, -1.887], [-0.672, 5.686, -3.168], [-0.145, 3.765, -2.221], [2.326, -0.085, 0.383], [1.810, -3.216, 1.560], [0.725, -4.066, -0.376], [-0.246, -2.602, -0.333], [-0.712, -6.149, 0.448], [-1.642, -4.820, 4.210], [-1.273, -2.679, 2.912], [2.106, -2.090, -1.287], [5.506, -2.626, -1.381], [3.948, -2.605, -2.255], [4.641, -1.063, -1.827]],
  "atomic_forces_ev_per_a": [[-0.54, 0.55, -0.45], [0.42, -1.79, -2.11], [1.91, 0.27, -0.87], [-1.16, 0.05, 1.86], [-0.12, -0.53, 0.92], [-2.49, 1.38, 0.47], [0.75, 2.17, 0.38], [-0.40, -0.20, -0.62], [-0.35, 0.33, 0.48], [0.98, -1.82, 0.87], [1.06, -1.71, -1.72], [-1.17, -1.71, 3.11], [-0.57, 0.00, 1.73], [0.62, 1.07, 0.21], [-0.39, -0.32, -2.80], [1.46, 0.93, -1.57], [1.68, 0.02, -0.59], [-1.50, 1.04, 1.18], [-0.05, 2.89, -3.17], [-0.31, -0.62, 0.22], [-0.82, -2.85, 0.82], [-0.91, 2.42, 1.93], [1.46, 0.15, -2.51], [1.45, 0.56, -0.41], [0.81, 1.90, -0.43], [-2.94, 0.23, -1.00], [1.80, -1.33, 0.46], [0.35, 2.09, 0.10], [-0.20, 0.38, 0.92], [0.22, 0.16, -0.35], [0.19, 0.65, 0.15], [0.95, -1.70, 0.07], [-1.84, -0.33, 1.98], [-0.23, 0.70, -0.08], [0.34, -0.63, -0.41], [0.64, -0.39, -0.59], [-0.34, 0.84, -0.06], [-0.89, 0.44, 1.32], [0.66, 0.24, -0.13], [-0.76, 2.98, -1.26], [0.08, -0.06, -0.17], [1.21, -2.51, -0.76], [-0.68, -0.49, 0.43], [2.05, -1.41, 2.00], [-0.65, 0.05, 0.27], [-0.83, 0.34, -0.58], [0.11, -0.13, -0.03], [-1.28, 0.25, 0.49], [0.49, -2.24, -0.96], [0.17, -0.64, 2.27], [-0.19, 0.23, -0.17], [-0.41, -0.77, -1.25], [0.15, -1.12, 0.41]],
  "mulliken_charge": [-0.9666, -0.0938, 0.1663, -0.6990, -0.1150, -0.5821, 0.2131, -0.6313, -0.0181, -0.2341, -1.1328, -0.3328, -0.9745, -0.0863, 0.6468, -0.0140, 0.3330, -0.7644, 0.0641, -0.8712, 0.2154, -0.5062, -0.5899, -0.2010, -0.0138, -0.3493, 0.8041, -1.1664, -0.6404, 0.3517, 0.3585, 0.2746, 0.2242, 0.4592, 0.2682, 0.4876, 0.4588, 0.1309, 0.3387, 0.5120, 0.4185, 0.3843, 0.3091, 0.5691, 0.3367, 0.4531, 0.4147, 0.3517, 0.2321, 0.2636, 0.3428, 0.3601, 0.2398],
  "e_homo_ha": -0.30365,
  "relative_energy_kj_mol": 440.9,
  "e_tot_ha": -1330.73772
}

---

# 4
{
  "formula": "C5H6N2OS",
  "method": "ωB97M-V/def2-TZVPD",
  "species": ["C", "C", "O", "S", "N", "C", "C", "N", "C", "H", "H", "H", "H", "H", "H"],
  "positions_angstrom": [[-1.950, -0.714, -2.129], [-1.304, 0.048, -1.156], [-1.559, 0.713, -0.217], [0.785, -0.282, -1.294], [1.327, 0.161, 0.268], [1.287, -0.757, 1.343], [1.313, 0.031, 2.449], [1.371, 1.363, 2.080], [1.471, 1.404, 0.782], [-1.280, -1.345, -2.587], [-2.899, -0.987, -1.603], [-2.280, 0.097, -2.818], [1.279, -1.806, 1.205], [0.908, -0.255, 3.395], [1.531, 2.330, 0.281]],
  "atomic_forces_ev_per_a": [[-3.94, 2.22, -0.38], [5.05, 1.37, 3.79], [-0.95, -0.19, -0.73], [-0.78, 0.30, -0.14], [0.02, -1.71, -1.11], [-0.05, 1.92, -0.30], [-1.17, 0.23, -0.80], [0.81, 0.21, 0.68], [-1.04, -0.51, 1.73], [0.75, -2.00, -1.02], [0.72, -0.86, -0.91], [0.07, -0.68, -0.23], [-0.24, -0.63, -0.29], [0.72, -0.11, 0.74], [0.03, 0.44, -1.02]],
  "mulliken_charge": [-1.0139, 0.6446, -0.4208, -0.1882, 0.0086, -0.2296, -0.4059, -0.5593, -0.0293, 0.3976, 0.3132, 0.3045, 0.4269, 0.3431, 0.4086],
  "e_homo_ha": -0.32650,
  "relative_energy_kj_mol": 182.2,
  "e_tot_ha": -776.99864
}